A 7-piece molecular cluster, C36H72NO7 overall, computed with ωB97M-V/def2-TZVPD.

Geometry as XYZ:
```
116
C36H72NO7 (ωB97M-V/def2-TZVPD)
O -1.577 -0.517 -3.481
O 1.110 -0.308 4.947
O -4.371 2.163 -8.325
O -5.670 3.404 -2.125
O 8.656 -2.983 1.697
O 2.450 -4.416 5.144
O 2.010 -0.714 -0.403
N 2.788 0.865 1.106
C -1.831 -1.535 -4.452
C -5.251 1.640 0.752
C 0.719 -0.757 1.645
C 0.694 4.183 0.980
C -0.704 3.748 0.311
C 1.869 -0.178 0.731
C -0.014 -1.689 6.510
C 1.478 -1.878 6.682
C -0.259 -0.698 -2.948
C -0.501 -2.206 -4.740
C 6.509 -2.046 1.351
C -4.760 1.436 -7.150
C 1.712 -5.480 5.760
C -2.884 2.632 1.058
C -0.079 -0.380 5.745
C 7.326 -3.320 1.278
C 2.390 -6.775 5.356
C 8.776 -1.554 1.750
C -3.291 0.848 -0.878
C 1.858 3.210 0.462
C -3.669 1.309 0.623
C -3.266 0.068 -8.351
C -6.367 4.586 -1.714
C 7.549 -0.986 1.062
C -3.602 1.300 -9.171
C 3.798 1.133 0.058
C 0.217 -2.060 -3.412
C -4.457 -0.025 -7.422
C -4.626 3.775 -3.036
C -1.290 2.463 1.079
C 3.832 -6.341 5.205
C -5.534 5.768 -2.173
C -4.873 5.221 -3.420
C 2.108 2.098 1.605
C 3.682 -4.944 4.632
C 2.016 -1.334 5.375
H -5.300 -0.491 -7.943
H -3.084 -0.270 -0.902
H -0.290 -0.610 -1.861
H 2.822 3.802 0.292
H -4.637 3.104 -3.898
H 5.669 -2.038 0.654
H 1.753 -5.333 6.845
H 7.277 0.006 1.426
H -3.222 2.909 2.118
H 3.608 -4.968 3.540
H 0.340 -0.050 2.437
H 2.002 -7.115 4.390
H -0.080 0.479 6.424
H -0.127 -2.833 -2.718
H 4.394 2.077 0.306
H 0.038 -1.652 -5.517
H -3.115 -0.823 -8.963
H 3.375 1.302 -0.978
H 1.771 -2.912 6.865
H 6.929 -4.113 1.916
H -5.335 2.598 1.373
H -5.816 1.615 -6.940
H 1.495 2.723 -0.505
H -4.220 1.043 -10.039
H 9.707 -1.246 1.269
H -4.262 -0.594 -6.512
H -3.961 5.749 -3.702
H 7.384 -3.696 0.250
H -5.738 0.804 1.342
H -4.122 1.082 -1.618
H -0.522 3.517 -0.796
H 0.376 0.102 -3.344
H 1.302 -2.129 -3.488
H 0.871 5.278 0.743
H 1.144 1.849 2.139
H 3.022 -0.919 5.475
H -3.434 0.412 1.293
H -0.145 -1.024 0.952
H 4.507 -4.285 4.910
H 0.617 4.037 2.105
H -2.355 0.243 -7.770
H -0.976 1.555 0.457
H 4.550 0.279 0.095
H 2.780 2.600 2.388
H 1.108 -1.690 2.168
H 1.836 -1.267 7.517
H -5.717 1.828 -0.259
H -6.512 4.569 -0.632
H -0.957 -0.314 5.099
H -3.670 3.659 -2.516
H -4.168 1.814 -6.310
H -6.129 6.666 -2.347
H -7.350 4.581 -2.199
H 7.721 -0.920 -0.017
H -2.712 1.827 -9.521
H 4.310 -6.291 6.189
H 2.246 -7.576 6.083
H -3.202 3.455 0.325
H -2.546 -2.243 -4.018
H -0.423 -2.500 5.899
H -2.280 -1.088 -5.343
H 6.114 -1.912 2.363
H 0.669 -5.435 5.441
H -1.400 4.645 0.414
H -2.359 1.396 -1.222
H 2.035 -2.108 4.602
H -5.571 5.271 -4.263
H -4.773 6.002 -1.422
H -0.566 -1.660 7.452
H 4.427 -6.999 4.570
H -0.608 -3.241 -5.071
H 8.813 -1.259 2.804
```

For the calculated total energy, the calculation gives -1996.09437 a.u. Its HOMO energy is -1.471 eV. As for the net charge: -1.

=====

C37H30N2O4P2S4W as an isolated structure, computed with ωB97M-V/def2-TZVPD.

Geometry as XYZ:
```
80
C37H30N2O4P2S4W (ωB97M-V/def2-TZVPD)
W -0.212 0.846 0.096
S 1.644 2.029 1.418
S -1.293 3.028 0.091
S -0.121 4.529 0.928
S 1.728 3.854 0.453
P -0.741 0.578 2.557
P -0.840 0.836 -2.361
O 3.350 -6.342 -0.969
O -0.053 -1.289 0.168
O 4.653 -4.860 -1.840
O 1.614 0.489 -0.868
N -2.248 0.204 0.097
N 3.630 -5.201 -1.282
C 1.297 -2.740 -4.306
C -2.106 2.781 3.534
C 1.124 -0.356 -4.006
C 0.363 -0.555 3.459
C 1.592 -0.942 2.940
C -3.870 -1.135 -0.729
C -2.826 -0.488 1.145
C 2.685 -4.139 -0.873
C -2.379 -0.246 2.551
C -0.583 2.310 -3.361
C -2.608 0.418 -2.367
C 2.044 -1.849 -0.823
C -1.189 3.730 -5.209
C 0.616 -3.535 0.190
C 0.702 4.287 -3.830
C -0.129 4.574 -4.905
C 0.841 -2.158 -0.136
C 1.998 -2.333 4.856
C -0.516 -1.819 -3.026
C -1.281 4.284 5.216
C -2.269 3.914 4.314
C 0.037 2.389 4.547
C 0.476 3.160 -3.056
C 2.406 -1.829 3.631
C 2.319 -0.500 -1.187
C -3.807 -1.320 0.680
C -0.028 -0.528 -3.245
C -0.032 -1.059 4.699
C -0.129 3.520 5.332
C 2.961 -2.847 -1.199
C -0.956 2.004 3.652
C -2.920 -0.202 -1.046
C 0.141 -2.919 -3.556
C 0.777 -1.941 5.393
C 1.517 -4.490 -0.169
C -1.415 2.599 -4.438
C 1.783 -1.460 -4.533
H 1.815 -3.597 -4.715
H -0.242 -3.914 -3.372
H 1.347 -5.533 0.064
H 0.459 -2.323 6.354
H 0.948 1.810 4.635
H 0.647 3.807 6.027
H 1.099 2.975 -2.187
H -2.239 1.943 -4.690
H -1.841 3.953 -6.042
H -3.077 0.404 3.085
H -3.164 4.511 4.213
H -4.551 -1.601 -1.423
H 1.930 -0.548 1.987
H 1.517 4.952 -3.578
H -2.843 -0.261 -3.189
H 1.507 0.641 -4.195
H 2.675 -1.319 -5.127
H -1.406 5.170 5.824
H -1.397 -1.970 -2.413
H -2.872 2.523 2.812
H -0.978 -0.755 5.133
H 3.862 -2.603 -1.745
H -4.431 -1.958 1.283
H 0.040 5.461 -5.500
H -3.159 1.351 -2.534
H 3.225 -0.291 -1.770
H 3.358 -2.123 3.211
H -2.311 -1.180 3.113
H 2.630 -3.024 5.397
H -0.298 -3.782 0.713
```

As for the multiplicity: 3. For the calculated total energy, the calculation gives -4181.01958 a.u. Its HOMO energy (spin up / spin down) is -6.839 / -7.430 eV. As for the net charge: 0.

=====

A 2-piece molecular cluster, C3H10O2 overall, computed with ωB97M-V/def2-TZVPD.

Geometry as XYZ:
```
15
C3H10O2 (ωB97M-V/def2-TZVPD)
O 2.758 0.807 -0.783
O -3.264 0.436 2.014
C -4.184 1.172 1.189
C 2.079 -0.461 -0.669
C 3.017 -1.583 -1.125
H 1.127 -0.438 -1.177
H 2.851 -1.653 -2.220
H -5.074 0.601 0.942
H 4.068 -1.409 -0.851
H -4.430 2.188 1.501
H -3.623 1.393 0.270
H 2.850 -2.537 -0.604
H -3.165 0.988 2.780
H 1.940 -0.432 0.427
H 3.051 0.927 -1.694
```

For the calculated total energy, the calculation gives -270.72691 a.u. Its HOMO energy is -10.296 eV. Its SMILES is CCO.CO. As for the net charge: 0.

=====

CH2N2S2 as an isolated structure, computed with ωB97M-V/def2-TZVPD.

Geometry as XYZ:
```
7
CH2N2S2 (ωB97M-V/def2-TZVPD)
S -0.026 -1.646 0.317
S -0.974 1.034 1.030
N 1.675 1.229 -1.609
N -0.548 -0.113 -0.144
C 0.788 0.729 -1.110
H -1.047 -2.275 -0.291
H 0.133 1.042 1.807
```

For the calculated total energy, the calculation gives -945.04683 a.u. Its HOMO energy is -10.144 eV. As for the net charge: 0.

=====

A 2-piece molecular cluster, C6H12N2 overall, computed with ωB97M-V/def2-TZVPD.

Geometry as XYZ:
```
20
C6H12N2 (ωB97M-V/def2-TZVPD)
N -1.793 -0.057 -0.348
N -1.596 1.975 -1.261
C -0.992 2.033 -0.034
C 2.078 -0.873 -0.650
C -2.145 0.642 -1.390
C 1.403 -2.071 0.170
C -1.110 0.838 0.553
C -0.473 0.191 1.793
H 0.321 0.904 2.035
H 1.371 -0.243 -1.099
H 1.909 -2.006 1.131
H 2.713 -1.251 -1.477
H -2.626 0.356 -2.277
H 1.511 -3.099 -0.101
H 0.244 -1.992 0.186
H -2.038 2.811 -1.603
H -1.185 0.090 2.575
H 2.717 -0.273 0.006
H -0.336 2.842 0.268
H 0.027 -0.817 1.523
```

For the calculated total energy, the calculation gives -345.28462 a.u. Its HOMO energy is -8.776 eV. Its SMILES is Cc1c[nH]cn1.CC. As for the net charge: 0.

=====

A 2-piece molecular cluster, CH3NS2 overall, computed with ωB97M-V/def2-TZVPD.

Geometry as XYZ:
```
7
CH3NS2 (ωB97M-V/def2-TZVPD)
S 0.819 0.323 0.720
S 2.080 0.730 -2.022
N -0.821 -0.285 0.845
C 0.976 0.245 -0.974
H -0.702 -0.378 -1.271
H -1.335 0.478 1.264
H -1.016 -1.113 1.437
```

For the calculated total energy, the calculation gives -890.89710 a.u. Its HOMO energy is -8.285 eV. As for the net charge: 0.

=====

Computed energy above the lowest of the compared OMol25 structures with the same formula, charge and spin (eV) in order:
4.234 0.000 1.222 3.177 1.177 3.570